The following is a quantum chemistry calculation of an isolated molecule of C12H18O2S at a distorted geometry, from the OMol25 dataset.

Summary:
Energy relative to the best compared isomer or geometry (same formula, charge and spin) = 0.0 kJ/mol
Max |F| = 0.04810 Eh/bohr
HOMO energy = -8.6060 eV
SMILES = CC(=S)OC(C)(C)[C@H]1CC=C(C)C(=O)C1
HOMO-LUMO gap = 8.87 eV
E_tot = -1016.688777 Ha

Positions of all 33 atoms, in Å:
C: -1.458 2.572 3.441
H: -1.018 -1.273 -1.606
H: 0.323 -1.932 -2.376
H: -1.893 -1.533 1.291
H: 0.501 -0.994 1.894
H: 0.316 1.147 -0.345
C: 0.081 -0.661 0.926
H: 0.338 -3.268 1.255
C: 0.045 -1.253 -1.614
H: 0.416 -3.811 -0.432
C: 0.596 0.798 0.644
C: 0.598 -1.664 -0.193
C: -1.877 0.401 2.085
S: 2.361 -3.485 -2.043
H: 0.639 2.726 1.825
H: -2.421 3.052 3.318
H: -1.843 -0.238 0.057
H: -1.037 -3.106 0.132
C: 0.078 1.797 1.655
H: 4.458 -1.301 -0.115
C: 0.050 -3.034 0.213
H: 4.755 -3.030 -0.068
C: 4.315 -2.212 -0.689
O: -2.895 0.146 2.738
O: 2.043 -1.654 -0.074
C: 2.857 -2.391 -0.891
C: -1.441 -0.595 1.013
C: -1.079 1.614 2.367
H: 0.434 -0.273 -1.918
H: -0.685 3.360 3.551
H: -1.517 2.033 4.399
H: 1.698 0.838 0.657
H: 4.887 -2.147 -1.597

Cartesian forces (eV/Å) of the 6 atoms listed first:
C 0.30 0.13 0.84
H -0.89 0.29 0.26
H 0.47 -0.80 -0.52
H -0.21 -0.22 -0.07
H -0.13 0.10 -0.39
H -0.20 -0.10 -0.27

These are the Löwdin partial charges, in e, on atoms 1 to 5: number 1, C, carries -0.056; number 2, H, carries 0.071; number 3, H, carries 0.016; number 4, H, carries 0.114; number 5, H, carries 0.161


The following is a quantum chemistry calculation of a 2-piece molecular cluster, C6H12O overall, from the OMol25 dataset.

Summary:
Energy relative to the best compared isomer or geometry (same formula, charge and spin) = 565.8 kJ/mol
Max |F| = 0.00721 Eh/bohr
HOMO energy (spin up / spin down) = -7.3426 / -7.3432 eV
HOMO-LUMO gap (spin up / spin down) = 7.95 / 7.95 eV
E_tot = -310.843788 Ha

Positions of all 19 atoms, in Å:
C: -0.256 -0.440 0.361
H: -1.505 0.929 1.493
H: 1.545 1.013 1.897
H: 1.230 -0.498 -0.254
C: -1.135 -0.733 -0.817
C: 0.512 1.033 2.264
H: -0.401 1.222 -1.679
H: -0.183 -1.328 0.998
H: 2.267 -1.630 -0.862
H: -0.363 1.710 0.419
O: 1.898 -0.753 -1.074
H: -2.084 -1.275 -0.815
C: -0.471 0.859 1.109
C: 0.005 -0.980 -1.679
H: 0.354 1.980 2.792
H: 0.405 0.220 2.994
C: -0.775 0.233 -1.934
H: -1.359 0.200 -2.854
H: 0.315 -1.761 -2.359

Cartesian forces (eV/Å) of the 6 atoms listed first:
C -0.24 -0.01 0.13
H 0.12 -0.05 -0.06
H -0.15 0.02 0.06
H 0.09 -0.08 -0.11
C -0.03 -0.11 0.07
C 0.04 -0.01 0.04

These are the Löwdin partial charges, in e, on atoms 1 to 5: number 1, C, carries -0.229; number 2, H, carries 0.110; number 3, H, carries 0.069; number 4, H, carries 0.047; number 5, C, carries -0.279


The following is a quantum chemistry calculation of C30H43BCrN5O5 as an isolated structure at a distorted geometry, from the OMol25 dataset.

Summary:
Energy relative to the best compared isomer or geometry (same formula, charge and spin) = 85.1 kJ/mol
Max |F| = 0.02826 Eh/bohr
HOMO energy (spin up / spin down) = -6.8620 / -7.1267 eV
Spin multiplicity = 4
HOMO-LUMO gap (spin up / spin down) = 7.37 / 7.64 eV
E_tot = -2888.461548 Ha

Positions of all 85 atoms, in Å:
C: -3.883 2.273 -1.021
C: 4.549 0.555 3.429
C: -1.988 -2.423 -0.062
C: 2.695 -3.982 -0.790
C: 3.483 -0.027 -2.425
C: -4.037 3.602 -1.739
H: 2.240 -4.000 3.768
C: 3.073 0.652 3.802
O: 0.732 -0.347 5.276
H: -0.740 3.068 -1.920
N: 0.850 -0.299 1.217
N: -0.253 0.012 3.288
H: 1.179 2.325 1.111
O: -1.295 0.262 1.285
C: -5.440 0.183 -1.051
N: 0.722 1.906 -0.903
H: -0.426 2.872 0.563
H: -5.505 2.466 0.420
H: 5.209 2.785 -1.621
H: 2.896 -1.848 4.877
H: -3.610 3.574 -2.742
H: 4.689 0.445 2.354
H: -2.497 -1.720 -2.569
H: 3.556 -2.111 -1.311
B: -2.131 0.770 -1.453
C: 1.807 -3.055 3.440
H: 5.474 0.634 -2.840
N: -1.006 -2.010 -1.088
C: -4.415 2.393 0.400
C: 2.165 -0.529 3.354
H: -1.521 -2.406 0.920
C: -0.235 -0.004 1.916
C: 0.623 2.772 0.291
C: 2.635 -2.655 -1.186
C: 1.544 -4.709 -0.522
H: -5.054 -0.114 -0.076
H: -4.218 1.792 -3.832
H: 0.828 -2.961 3.919
C: 2.099 1.509 -1.234
C: 3.145 2.411 -1.163
H: -4.098 1.541 1.002
C: -1.563 -2.253 -2.444
C: 1.406 -1.998 -1.345
H: 2.995 3.382 -0.705
H: 3.668 -4.446 -0.670
C: 0.260 2.691 -2.092
Cr: -0.351 0.005 -0.688
H: 1.593 -5.747 -0.219
C: 0.841 -0.297 4.073
H: 0.267 2.048 -2.971
C: 4.386 2.086 -1.695
H: -5.648 -0.720 -1.627
C: -4.431 1.025 -1.818
H: -5.833 2.030 -3.134
C: 0.266 -2.733 -0.997
H: -1.720 -3.328 -2.571
H: 2.969 0.718 4.885
H: -2.824 -1.726 -0.078
H: 5.061 1.462 3.758
H: 2.653 1.577 3.390
H: 1.029 3.766 0.087
O: 3.060 -0.782 1.172
H: 5.029 -0.291 3.925
H: -3.513 4.370 -1.167
H: -1.127 0.209 3.750
C: 0.322 -4.063 -0.623
H: 3.602 -0.952 -2.969
H: 1.659 -3.120 2.357
H: -4.004 3.295 0.856
H: -0.589 -4.599 -0.387
C: 2.725 -1.887 3.801
H: 3.684 -2.016 3.304
H: -0.843 -1.907 -3.184
O: -3.259 0.195 -2.011
H: -5.318 0.423 -3.668
H: 0.947 3.523 -2.257
H: -5.089 3.891 -1.814
C: 2.064 -0.548 1.822
H: -2.368 -3.428 -0.261
H: -6.380 0.722 -0.908
C: 2.265 0.238 -1.794
C: -4.983 1.347 -3.195
N: 1.189 -0.655 -1.699
O: -2.465 2.011 -0.916
C: 4.533 0.878 -2.361

Cartesian forces (eV/Å) of the 6 atoms listed first:
C 0.16 -0.10 -0.05
C -0.01 -0.03 0.01
C 0.04 -0.04 -0.20
C 0.01 0.00 0.01
C 0.10 0.02 -0.01
C -0.08 0.08 -0.04

These are the Löwdin partial charges, in e, on atoms 1 to 5: number 1, C, carries -0.453; number 2, C, carries -0.082; number 3, C, carries -0.050; number 4, C, carries -0.083; number 5, C, carries -0.029


The following is a quantum chemistry calculation of a 2-piece molecular cluster, C2H9N4 overall at a distorted geometry, from the OMol25 dataset.

Summary:
Energy relative to the best compared isomer or geometry (same formula, charge and spin) = 131.0 kJ/mol
Max |F| = 0.04520 Eh/bohr
HOMO energy = -13.2710 eV
Charge = +1
HOMO-LUMO gap = 8.39 eV
E_tot = -300.369436 Ha

Positions of all 15 atoms, in Å:
H: -2.388 -0.312 1.209
N: -1.559 -0.707 0.786
H: -0.179 -0.048 -3.376
C: -0.529 -0.042 1.108
N: -0.506 1.212 1.714
H: 0.699 -1.599 0.882
N: 0.775 -0.590 0.915
H: -0.222 -1.424 -2.129
H: -1.415 1.443 2.071
N: 0.964 0.212 -1.714
H: 0.371 1.511 2.076
H: 1.126 0.014 -0.676
H: 1.387 -0.301 1.660
C: 0.204 -0.481 -2.456
H: 1.270 1.113 -2.072

Cartesian forces (eV/Å) of the 6 atoms listed first:
H -0.39 0.23 -0.46
N 0.71 -0.39 0.00
H 0.49 -0.22 -0.24
C -0.09 0.43 1.26
N -0.32 -1.80 -1.43
H 0.06 -0.10 0.07

These are the Löwdin partial charges, in e, on atoms 1 to 5: number 1, H, carries 0.053; number 2, N, carries 0.120; number 3, H, carries 0.123; number 4, C, carries -0.603; number 5, N, carries 0.141


The following is a quantum chemistry calculation of an isolated molecule of C6H8Cl2N2O2, from the OMol25 dataset.

Summary:
Energy relative to the best compared isomer or geometry (same formula, charge and spin) = 87.6 kJ/mol
Max |F| = 0.01770 Eh/bohr
HOMO energy = -8.4989 eV
SMILES = [H]/N=C(C[C@@H](Cl)C(=O)O)/C(N)=C\Cl
HOMO-LUMO gap = 9.08 eV
E_tot = -1413.802529 Ha

Positions of all 20 atoms, in Å:
Cl: 2.132 -1.677 0.383
H: 0.202 -2.114 1.710
H: 0.158 0.888 3.140
H: -2.392 -0.624 -0.287
C: 0.449 -1.643 0.773
O: -1.213 1.081 1.249
C: -0.468 -1.232 -0.111
H: 1.853 0.884 0.188
H: 0.234 -0.742 -3.278
O: 0.723 0.949 2.352
H: 0.878 1.219 -2.103
C: -0.009 1.063 1.248
N: -0.043 -1.250 -2.440
C: 0.230 0.912 -1.279
H: -2.083 -1.643 1.029
H: -0.726 1.438 -1.382
C: -0.063 -0.574 -1.386
C: 0.865 1.319 0.037
N: -1.819 -1.360 0.096
Cl: 1.093 3.108 0.060

Cartesian forces (eV/Å) of the 6 atoms listed first:
Cl 0.26 -0.10 0.02
H -0.04 0.03 0.12
H -0.13 0.04 -0.33
H 0.01 -0.03 0.14
C -0.17 -0.27 -0.40
O -0.01 0.23 -0.10

These are the Löwdin partial charges, in e, on atoms 1 to 5: number 1, Cl, carries 0.672; number 2, H, carries 0.079; number 3, H, carries 0.144; number 4, H, carries 0.104; number 5, C, carries -0.515


Q: Among the records above, which one has the lowest energy relative to the best compared isomer or geometry (same formula, charge and spin)?
A: C12H18O2S


Q: What is the max |F| in the first record?
A: 0.04810 Eh/bohr